[1]
A structure of composition C6H7NO at a distorted geometry. Source: the OMol25 dataset; level of theory: wB97M-V/def2-TZVPD.

Geometry as XYZ:
```
15
Properties=species:S:1:pos:R:3:forces:R:3:nbo_charge:R:1
C 2.052 0.148 0.043 -0.769 -0.562 -0.423 0.2862
C 0.581 0.106 -0.053 1.208 -0.439 1.970 -0.1649
C -0.091 1.458 -0.100 -1.010 -2.253 -1.057 -0.0693
C -1.294 -0.515 0.026 -1.083 0.892 -2.609 0.0655
C -0.331 -0.568 1.061 2.777 0.058 2.705 -0.3872
C -0.188 -0.862 -1.016 0.165 0.769 0.933 -0.3827
H 0.321 1.971 -0.964 -0.964 0.583 -0.270 0.1955
H 0.039 1.978 0.818 0.135 0.692 0.568 0.1931
H -2.287 -0.843 0.107 -1.119 -1.219 -0.133 0.2138
H -0.577 -0.079 2.009 0.268 0.312 -0.229 0.2167
H 0.122 -1.509 1.269 -0.065 -1.003 0.157 0.2184
H 0.232 -1.871 -1.057 -0.247 0.235 0.305 0.2295
H -0.293 -0.429 -1.964 -0.430 0.281 -1.555 0.2158
N 3.199 0.106 -0.014 0.014 0.158 0.196 -0.3091
O -1.487 0.908 -0.165 1.120 1.497 -0.558 -0.5213
```
Forces are in eV/Å.

Summary:
Maximum force   0.0754 Eh/bohr
Electronic energy   -362.734127 Ha
ΔE to the lowest compared entry with this formula, charge and spin   49.8 kcal/mol
Total charge   0
Spin multiplicity   1



[2]
A cluster of 4 separate species, C23H31N3O21S4 in total at a distorted geometry. Source: the OMol25 dataset; level of theory: wB97M-V/def2-TZVPD.

Geometry as XYZ:
```
82
Properties=species:S:1:pos:R:3:forces:R:3:mulliken_charge:R:1
C 4.831 -3.883 -0.626 -0.153 0.073 0.367 -0.7984
C 4.333 -4.470 -1.912 0.458 -0.327 -0.195 0.7635
O 5.043 -4.638 -2.865 -0.152 0.238 -0.214 -0.5717
O 3.021 -4.807 -1.917 -0.237 0.626 0.275 -0.3356
C 2.271 -4.390 -3.074 -0.044 -0.387 0.020 -0.9982
C 0.917 -3.793 -2.641 0.282 -0.400 0.012 -0.0182
C 0.904 -3.401 -1.162 -0.491 0.443 -0.979 -0.5850
C -0.243 -2.475 -0.702 -0.125 -0.602 0.449 2.0007
C -1.605 -2.981 -1.118 -0.411 0.132 -0.132 -0.4843
C -2.052 -2.929 -2.435 0.193 -0.077 0.391 -0.2245
C -3.298 -3.453 -2.730 -0.007 -0.033 -0.403 -0.8353
N -4.117 -4.024 -1.854 0.018 0.075 0.202 -0.6517
C -3.693 -4.061 -0.594 0.147 0.024 -0.239 -0.5141
C -2.462 -3.563 -0.195 0.228 0.022 0.389 -0.6440
O -0.183 -2.592 0.760 0.008 0.391 -0.061 -0.4492
S 0.942 -1.676 1.384 -0.199 -1.208 0.562 1.0676
O 2.138 -2.393 1.639 0.273 0.048 -0.330 -0.6760
O 0.337 -1.006 2.479 -0.027 0.842 -0.359 -0.6273
O 1.192 -0.809 0.058 -0.017 -0.066 -0.001 -0.3623
C 0.040 -0.955 -0.863 0.600 -0.117 0.535 0.4746
N -0.979 -0.100 -0.288 0.031 -0.089 -0.872 -0.6683
C -0.543 1.014 -0.022 0.048 -0.181 0.532 0.8133
O -0.099 2.017 0.329 -0.397 0.446 -0.027 -0.5532
N 0.575 -0.559 -2.165 -0.266 0.658 0.369 1.2843
C 1.908 0.080 -2.093 0.574 -0.088 0.048 0.5177
C 3.054 -0.786 -2.510 -0.405 -0.191 -0.566 -1.0769
O 2.028 1.217 -1.756 -0.254 0.079 0.030 -0.4698
C -0.333 0.061 -3.065 -0.047 -0.035 -0.282 0.8091
C 0.267 0.936 -4.135 0.166 -0.131 0.207 -1.5397
O -1.512 -0.157 -3.005 -0.080 0.006 0.179 -0.4901
H 4.038 -3.471 -0.003 -0.083 -0.084 -0.023 0.1330
H 5.358 -4.636 -0.043 0.011 -0.100 -0.030 0.3393
H 5.546 -3.101 -0.866 0.088 -0.021 -0.053 0.3002
H 2.863 -3.673 -3.640 0.112 -0.021 -0.001 0.3332
H 2.112 -5.264 -3.700 0.029 0.027 -0.152 0.4357
H 0.709 -2.942 -3.286 -0.046 0.052 -0.022 -0.0094
H 0.156 -4.546 -2.831 -0.202 0.118 0.040 0.4843
H 0.759 -4.298 -0.568 0.265 -0.043 0.143 0.9116
H 1.856 -2.947 -0.913 0.034 -0.048 0.267 -0.6055
H -1.455 -2.493 -3.215 -0.066 0.024 -0.110 0.3937
H -3.638 -3.415 -3.759 -0.099 -0.023 0.009 0.3824
H -4.342 -4.514 0.144 -0.118 -0.015 -0.032 0.4661
H -2.176 -3.642 0.842 -0.056 0.036 0.050 0.4654
H 3.355 -1.442 -1.694 0.090 0.095 0.126 -0.0184
H 2.725 -1.424 -3.332 0.048 -0.074 0.016 0.1443
H 3.872 -0.166 -2.860 0.176 0.030 0.264 0.6352
H 0.677 1.844 -3.700 -0.002 0.059 0.015 0.3131
H 1.082 0.407 -4.632 0.012 0.067 -0.148 0.3131
H -0.522 1.193 -4.830 -0.002 -0.083 -0.125 0.4412
O -5.291 -2.485 2.679 -0.002 -0.097 -0.076 -0.5496
S -5.084 -1.178 2.168 0.099 0.233 0.100 1.0949
O -5.767 -0.720 1.015 -0.106 -0.056 -0.008 -0.5738
O -3.511 -0.956 1.992 -0.030 -0.194 0.207 -0.1348
C -3.077 0.181 2.741 0.168 0.532 -0.142 -0.1623
C -4.038 0.266 3.906 0.141 -0.424 0.207 -0.4216
O -5.303 -0.098 3.335 0.048 0.105 -0.187 -0.3507
H -3.155 1.064 2.100 -0.013 0.009 0.018 0.2096
H -2.042 0.052 3.052 0.000 -0.254 -0.096 0.2241
H -4.094 1.259 4.343 -0.218 0.036 -0.108 0.3347
H -3.789 -0.460 4.683 0.038 0.025 0.007 0.3188
O 4.230 5.387 4.201 0.109 0.014 0.025 -0.5477
S 3.908 4.016 4.031 -0.092 -0.024 -0.130 1.0902
O 4.563 3.013 4.790 0.016 0.029 0.108 -0.5366
O 4.013 3.667 2.475 -0.091 0.174 0.028 -0.3651
C 2.770 3.129 1.995 -0.128 -0.337 -0.015 -0.1599
C 1.724 3.783 2.869 0.069 0.107 0.056 -0.0833
O 2.334 3.812 4.179 0.058 -0.301 -0.083 -0.3794
H 2.790 2.045 2.127 -0.030 0.009 0.008 0.2297
H 2.642 3.367 0.943 0.152 0.128 0.010 0.2888
H 0.798 3.217 2.910 0.032 -0.038 0.171 0.2239
H 1.525 4.800 2.562 0.000 0.113 -0.031 0.3157
O 0.319 5.436 0.921 -0.027 0.241 -0.220 -0.4870
S -0.906 5.909 0.378 -0.211 -0.105 0.043 1.0309
O -1.121 5.930 -1.020 0.054 -0.091 -0.069 -0.5644
O -1.233 7.340 0.999 0.178 -0.111 0.176 -0.3215
C -2.510 7.329 1.655 -0.309 0.037 -0.128 -0.3736
C -2.666 5.902 2.135 0.159 0.015 0.282 -0.3053
O -2.113 5.116 1.067 -0.145 0.123 -0.118 -0.2521
H -3.277 7.597 0.927 -0.007 -0.019 0.008 0.2942
H -2.508 8.051 2.467 0.192 0.032 -0.027 0.3119
H -3.702 5.619 2.297 0.000 -0.107 -0.165 0.3176
H -2.086 5.716 3.041 -0.013 0.032 0.009 0.2682
```
Forces are in eV/Å.

Summary:
SMILES   CC(=O)OCCC[C@@]1(c2ccncc2)OS(=O)(=O)O[C@@]1(N=C=O)N(C(C)=O)C(C)=O.O=S1(=O)OCCO1.O=S1(=O)OCCO1.O=S1(=O)OCCO1
Maximum force   0.0262 Eh/bohr
Electronic energy   -4232.013054 Ha
ΔE to the lowest compared entry with this formula, charge and spin   0.0 kcal/mol
Total charge   0
Spin multiplicity   1



[3]
A structure of composition C4H9NO2 at a distorted geometry. Source: the OMol25 dataset; level of theory: wB97M-V/def2-TZVPD.

Geometry as XYZ:
```
16
Properties=species:S:1:pos:R:3:forces:R:3:mulliken_spin:R:1
C -0.410 -0.940 0.807 -2.389 0.489 -0.566 -0.0670
C 0.439 -0.214 -0.302 -1.040 -0.712 2.591 0.1380
C -0.308 0.313 -1.551 0.697 -2.065 -1.230 0.0075
O -0.155 -0.524 -2.626 0.182 0.506 0.649 0.0145
N 0.205 -1.768 1.737 -0.483 0.581 -0.850 0.7629
C -0.003 0.568 1.044 5.831 -0.876 -2.083 0.0875
O -0.258 2.060 0.695 -2.412 -2.610 1.582 0.0814
H 2.716 1.233 0.537 0.058 0.023 0.028 -0.0008
H -1.479 -1.029 0.531 0.538 -0.645 0.068 -0.0039
H 2.972 0.718 1.005 0.103 0.058 -0.001 0.0001
H 1.329 -0.851 -0.476 -0.123 1.185 0.226 -0.0097
H 0.172 1.296 -1.678 -0.288 0.487 -0.073 0.0199
H -1.385 0.399 -1.329 -0.136 0.656 0.576 -0.0005
H -0.359 -2.617 1.812 0.025 0.094 -0.081 -0.0140
H -0.956 1.290 1.271 -0.840 2.814 -0.638 -0.0171
H 0.651 0.558 1.909 0.276 0.015 -0.196 0.0013
```
Forces are in eV/Å.

Summary:
Maximum force   0.1216 Eh/bohr
Electronic energy   -362.749953 Ha
ΔE to the lowest compared entry with this formula, charge and spin   178.9 kcal/mol
Total charge   -1
Spin multiplicity   2



[4]
A cluster of 2 separate species, C5H12NO2 in total at a distorted geometry. Source: the OMol25 dataset; level of theory: wB97M-V/def2-TZVPD.

Geometry as XYZ:
```
20
Properties=species:S:1:pos:R:3:forces:R:3:mulliken_spin:R:1
O -1.549 -0.113 -1.534 -0.716 -1.106 -1.257 -0.0007
C -0.914 0.787 -1.107 1.518 1.764 2.488 0.0759
C 0.600 0.531 -0.605 -0.046 1.590 -2.904 0.5702
C 0.825 0.121 0.805 -1.674 1.402 3.346 0.1427
C 0.511 -1.308 1.005 -0.038 -1.053 0.308 -0.0201
C 1.426 -2.225 0.772 0.123 -1.869 -0.235 0.0271
N 1.499 1.803 -0.766 1.223 -1.799 0.943 1.4183
H -1.413 1.803 -0.845 0.982 -1.105 -0.398 -0.0420
H 1.024 -0.183 -1.355 -0.384 0.369 0.894 0.1690
H 0.242 0.815 1.529 0.313 -1.102 -1.287 0.1293
H 1.817 0.367 1.189 0.314 -0.588 -0.603 -0.1877
H -0.445 -1.740 1.303 -0.142 0.851 -0.543 0.0121
H 2.486 -2.078 0.670 0.261 0.519 -0.449 -0.0055
H 1.121 -3.279 0.636 0.195 0.563 0.634 -0.0003
H 1.959 1.923 -1.701 -0.348 -0.081 0.121 -0.5498
H 2.312 1.609 0.007 -0.611 0.891 -1.442 -0.1664
H 1.090 2.690 -0.502 -0.638 0.687 0.122 -0.5701
H -2.871 -0.099 0.467 -1.099 -0.605 -0.513 -0.0003
H -2.363 -0.615 1.897 -0.641 -0.115 -0.279 0.0004
O -2.218 -0.046 1.139 1.408 0.785 1.056 -0.0021
```
Forces are in eV/Å.

Summary:
Maximum force   0.0777 Eh/bohr
Electronic energy   -402.744180 Ha
ΔE to the lowest compared entry with this formula, charge and spin   95.6 kcal/mol
Total charge   0
Spin multiplicity   2